[1]
{"formula": "C19H28NO5Tc", "method": "ωB97M-V/def2-TZVPD", "symbols": ["O", "C", "C", "H", "H", "C", "H", "H", "C", "H", "H", "H", "C", "H", "H", "H", "Tc", "C", "C", "C", "H", "C", "C", "H", "H", "H", "H", "C", "C", "C", "H", "C", "C", "H", "H", "H", "H", "O", "C", "C", "H", "H", "C", "H", "H", "C", "H", "H", "H", "H", "O", "N", "O", "O"], "coordinates": [[0.597, -0.165, -6.532], [0.690, 1.144, -7.153], [0.661, 0.564, -8.572], [1.628, 1.615, -6.857], [-0.165, 1.791, -6.926], [0.608, -0.801, -7.833], [1.551, 0.793, -9.156], [-0.224, 0.837, -9.147], [1.872, -1.640, -7.931], [2.761, -1.015, -7.765], [1.988, -2.089, -8.920], [1.813, -2.454, -7.192], [-0.688, -1.586, -7.869], [-1.533, -0.932, -7.599], [-0.593, -2.416, -7.152], [-0.891, -2.028, -8.844], [0.177, -0.431, -0.440], [-1.517, -0.461, 0.795], [-1.728, 0.978, 0.929], [-2.267, 1.463, -0.279], [-1.535, 1.573, 1.818], [-2.327, 0.403, -1.222], [-1.913, -0.816, -0.556], [-2.134, -1.811, -0.914], [-1.403, -1.160, 1.606], [-2.607, 2.481, -0.463], [-2.724, 0.448, -2.237], [1.111, -1.918, 0.782], [0.244, -2.577, -0.174], [0.720, -2.278, -1.491], [-0.590, -3.217, 0.078], [1.914, -1.464, -1.362], [2.153, -1.261, 0.047], [2.985, -0.744, 0.498], [1.030, -2.013, 1.854], [0.317, -2.637, -2.430], [2.511, -1.080, -2.186], [0.953, 1.230, -4.765], [-0.323, 0.622, -4.301], [-1.357, 1.738, -4.394], [-0.271, 0.291, -3.238], [-0.598, -0.240, -4.897], [-0.492, 3.004, -4.117], [-2.142, 1.617, -3.642], [-1.766, 1.716, -5.413], [0.974, 2.454, -3.988], [-0.879, 3.571, -3.240], [-0.525, 3.665, -5.014], [1.198, 2.218, -2.922], [1.750, 3.116, -4.405], [-0.399, -1.383, 3.667], [0.019, -0.231, 3.850], [0.492, 0.475, 2.947], [0.766, 1.199, -0.622]], "relative_energy_kj_mol": 0.0, "s_squared": 3.81, "gap_ev": [6.357, 4.965], "total_charge": 1, "spin_multiplicity": 4}


[2]
{"formula": "C19H29BiIN3O6S3SbSi", "method": "ωB97M-V/def2-TZVPD", "symbols": ["Bi", "O", "C", "O", "C", "C", "C", "C", "C", "O", "C", "C", "O", "O", "H", "H", "H", "H", "H", "H", "H", "H", "S", "Sb", "S", "S", "C", "N", "C", "N", "O", "H", "H", "H", "H", "H", "H", "C", "Si", "C", "C", "C", "H", "H", "H", "H", "H", "H", "H", "H", "H", "H", "H", "I", "C", "C", "C", "C", "N", "C", "H", "H", "H", "H"], "coordinates": [[1.113, 0.217, 1.591], [-0.732, 0.906, -2.477], [-0.968, 1.129, -1.271], [-0.130, 1.436, -0.381], [-2.449, 0.943, -0.879], [-2.808, -0.558, -0.959], [-4.315, -0.725, -1.206], [-4.884, -0.303, 0.176], [-3.586, -0.040, 0.967], [-2.687, -1.005, 0.401], [-2.990, 1.307, 0.540], [-2.026, 1.919, 1.577], [-2.015, 3.157, 1.631], [-1.390, 1.123, 2.349], [-3.011, 1.482, -1.640], [-2.150, -1.132, -1.605], [-4.547, -1.769, -1.425], [-4.672, -0.112, -2.034], [-5.466, -1.106, 0.633], [-5.514, 0.587, 0.127], [-3.652, -0.182, 2.043], [-3.778, 2.052, 0.437], [2.988, -2.981, 5.635], [3.368, -2.116, 3.536], [3.053, -0.283, -0.052], [2.576, 0.289, 3.660], [-1.118, -4.437, 1.059], [-1.740, -3.594, 2.067], [-1.089, -2.413, 2.373], [-1.759, -1.563, 3.192], [0.046, -2.210, 1.949], [-1.661, -5.380, 1.000], [-0.092, -4.638, 1.355], [-1.100, -3.963, 0.074], [-2.734, -3.475, 1.952], [-2.720, -1.795, 3.381], [-1.602, -0.568, 3.010], [1.428, -1.724, -4.210], [2.669, -0.967, -3.015], [4.303, -1.902, -3.135], [2.918, 0.833, -3.465], [1.962, -1.076, -1.292], [1.780, -1.685, -5.248], [0.490, -1.163, -4.131], [1.225, -2.771, -3.959], [4.723, -1.856, -4.146], [4.165, -2.955, -2.870], [5.031, -1.478, -2.436], [3.184, 0.954, -4.521], [3.701, 1.286, -2.850], [1.980, 1.363, -3.271], [1.023, -0.524, -1.361], [1.751, -2.107, -0.995], [4.961, 4.998, 0.167], [3.197, 4.363, 1.080], [2.422, 5.251, 1.814], [1.258, 4.780, 2.400], [0.911, 3.447, 2.241], [1.671, 2.613, 1.529], [2.800, 3.046, 0.957], [2.723, 6.286, 1.920], [0.612, 5.434, 2.970], [-0.007, 3.043, 2.651], [3.359, 2.312, 0.386]], "relative_energy_kj_mol": 37.0, "s_squared": 0.76, "gap_ev": [3.674, 5.142], "total_charge": -2, "spin_multiplicity": 2}


[3]
{"formula": "C19H29ClN2O2", "method": "ωB97M-V/def2-TZVPD", "symbols": ["C", "C", "C", "C", "N", "C", "C", "C", "C", "C", "H", "H", "H", "H", "C", "C", "C", "O", "C", "C", "C", "C", "C", "C", "O", "C", "H", "H", "H", "H", "N", "H", "H", "Cl", "H", "H", "H", "H", "H", "H", "H", "H", "H", "H", "H", "H", "H", "H", "H", "H", "H", "H", "H"], "coordinates": [[-1.396, 4.507, -5.880], [-2.437, 3.980, -5.087], [-2.020, 2.793, -4.234], [-0.962, 3.264, -3.026], [-0.193, 2.145, -2.278], [-1.318, 1.574, -1.191], [-0.739, 0.412, -0.385], [0.523, 0.653, 0.108], [1.480, 1.267, -0.852], [0.817, 2.599, -1.525], [1.297, 2.872, -2.240], [0.530, 3.160, -0.773], [2.565, 1.735, -0.351], [1.621, 0.635, -1.596], [1.168, -0.458, 0.940], [1.515, -1.580, 0.353], [2.287, -2.456, 1.242], [3.368, -2.786, 1.291], [1.148, -3.177, 2.020], [0.116, -4.005, 1.840], [-0.594, -4.669, 2.651], [-0.694, -4.331, 4.196], [0.332, -3.432, 4.451], [1.214, -2.822, 3.674], [2.289, -2.168, 3.637], [2.440, -1.521, 5.115], [1.719, -0.987, 5.613], [2.593, -2.475, 5.735], [3.273, -0.833, 5.327], [0.517, -3.095, 5.529], [-1.516, -4.860, 4.870], [-1.092, -4.867, 5.860], [-2.045, -5.561, 4.615], [-1.760, -5.662, 2.174], [0.178, -4.281, 0.758], [0.489, -2.124, -0.331], [2.359, -1.410, -0.674], [0.196, -0.574, 1.920], [1.904, -0.015, 1.567], [0.037, 1.441, 0.998], [-1.540, 0.067, 0.148], [-0.676, -0.405, -1.124], [-2.223, 1.207, -1.752], [-1.581, 2.324, -0.432], [-0.170, 3.621, -3.440], [-1.490, 4.071, -2.424], [-1.353, 2.116, -4.673], [-2.718, 2.431, -3.652], [-2.854, 4.597, -4.474], [-3.314, 3.398, -5.492], [-1.786, 5.147, -6.628], [-0.558, 4.857, -5.395], [-0.945, 3.680, -6.722]], "relative_energy_kj_mol": 1806.8, "gap_ev": 7.108, "total_charge": 0, "spin_multiplicity": 1}


[4]
{"formula": "C19H29ClN2O4S", "method": "ωB97M-V/def2-TZVPD", "symbols": ["C", "C", "O", "C", "C", "C", "N", "C", "O", "C", "C", "C", "C", "C", "N", "S", "O", "O", "C", "C", "C", "C", "Cl", "C", "C", "C", "C", "H", "H", "H", "H", "H", "H", "H", "H", "H", "H", "H", "H", "H", "H", "H", "H", "H", "H", "H", "H", "H", "H", "H", "H", "H", "H", "H", "H", "H"], "coordinates": [[1.211, 3.349, -2.580], [2.355, 4.192, -2.021], [3.331, 3.418, -1.344], [4.583, 3.295, -1.984], [4.627, 2.258, -3.114], [4.579, 0.825, -2.584], [3.363, 0.560, -1.852], [2.599, -0.522, -2.090], [2.863, -1.330, -2.962], [1.359, -0.696, -1.215], [0.117, -0.492, -2.092], [-1.150, -0.810, -1.304], [-1.236, 0.067, -0.053], [-2.528, -0.188, 0.739], [-2.649, -1.517, 1.297], [-2.000, -1.834, 2.804], [-1.696, -0.594, 3.455], [-0.983, -2.841, 2.685], [-3.429, -2.564, 3.595], [-3.575, -3.938, 3.619], [-4.701, -4.496, 4.198], [-5.666, -3.659, 4.742], [-7.072, -4.347, 5.462], [-5.518, -2.278, 4.721], [-4.387, -1.732, 4.140], [0.005, -0.146, 0.815], [1.274, 0.183, 0.030], [0.682, 2.857, -1.769], [0.513, 3.992, -3.110], [1.580, 2.590, -3.265], [1.952, 4.899, -1.285], [2.824, 4.769, -2.827], [5.278, 3.001, -1.192], [4.898, 4.274, -2.373], [5.557, 2.393, -3.667], [3.798, 2.428, -3.801], [4.617, 0.106, -3.407], [5.444, 0.654, -1.931], [3.101, 1.254, -1.169], [1.372, -1.746, -0.899], [0.082, 0.543, -2.440], [0.190, -1.139, -2.967], [-2.029, -0.647, -1.934], [-1.129, -1.864, -1.017], [-1.267, 1.116, -0.370], [-2.572, 0.490, 1.593], [-3.399, -0.012, 0.098], [-2.412, -2.251, 0.648], [-2.795, -4.552, 3.197], [-4.833, -5.566, 4.231], [-6.277, -1.648, 5.156], [-4.227, -0.666, 4.115], [0.043, -1.182, 1.156], [-0.057, 0.484, 1.704], [1.245, 1.240, -0.248], [2.145, 0.019, 0.667]], "relative_energy_kj_mol": 20.2, "smiles": "CCOCCCNC(=O)[C@H]1CC[C@H](CNS(=O)(=O)c2ccc(Cl)cc2)CC1", "gap_ev": 9.823, "total_charge": 0, "spin_multiplicity": 1}


[5]
{"formula": "C19H29F6NO9", "method": "ωB97M-V/def2-TZVPD", "symbols": ["C", "C", "C", "C", "O", "C", "C", "O", "N", "C", "C", "C", "O", "C", "C", "O", "O", "H", "H", "H", "H", "H", "H", "H", "H", "H", "H", "H", "H", "H", "H", "H", "H", "H", "H", "H", "C", "C", "O", "C", "O", "C", "F", "F", "F", "H", "H", "H", "H", "H", "C", "C", "O", "C", "O", "C", "F", "F", "F", "H", "H", "H", "H", "H"], "coordinates": [[5.460, -0.444, 2.303], [4.277, -0.132, 1.390], [3.945, -1.315, 0.500], [2.718, -1.127, -0.366], [1.504, -1.469, 0.295], [0.773, -0.427, 0.822], [0.618, -0.468, 2.378], [1.429, -0.866, 3.184], [-0.664, 0.074, 2.716], [-1.151, 0.659, 1.453], [-2.593, 1.158, 1.494], [-3.341, 1.160, 0.185], [-4.374, 1.812, 0.040], [-0.698, -0.359, 0.413], [-1.323, -1.749, 0.544], [-2.600, -1.629, 1.160], [-3.259, -2.882, 1.039], [6.283, -0.873, 1.735], [5.183, -1.135, 3.093], [5.841, 0.456, 2.776], [3.431, 0.106, 2.031], [4.544, 0.742, 0.802], [3.856, -2.227, 1.083], [4.784, -1.470, -0.179], [2.794, -1.788, -1.223], [2.691, -0.114, -0.766], [1.213, 0.560, 0.653], [-1.274, -0.681, 3.012], [-0.536, 1.543, 1.294], [-2.588, 2.188, 1.838], [-3.174, 0.607, 2.228], [-2.943, 0.577, -0.662], [-0.837, -0.083, -0.628], [-0.701, -2.429, 1.134], [-1.429, -2.209, -0.433], [-3.003, -3.359, 1.839], [-3.897, 4.858, -0.632], [-4.553, 6.108, -1.173], [-3.641, 7.227, -1.182], [-2.796, 7.278, -2.195], [-2.707, 6.506, -3.100], [-1.925, 8.540, -2.072], [-1.468, 8.695, -0.829], [-2.644, 9.620, -2.391], [-0.888, 8.472, -2.893], [-3.481, 5.048, 0.358], [-4.620, 4.053, -0.560], [-3.083, 4.534, -1.281], [-5.376, 6.417, -0.533], [-4.950, 5.952, -2.175], [0.486, -5.803, 0.432], [1.281, -6.599, -0.581], [1.351, -5.910, -1.844], [2.257, -4.952, -1.925], [3.020, -4.609, -1.074], [2.217, -4.314, -3.323], [0.966, -4.063, -3.708], [2.776, -5.124, -4.224], [2.886, -3.170, -3.307], [-0.506, -5.573, 0.040], [0.376, -6.374, 1.353], [0.980, -4.860, 0.666], [0.791, -7.545, -0.799], [2.287, -6.815, -0.224]], "relative_energy_kj_mol": 28.4, "smiles": "CCCCO[C@@H]1C(=O)N[C@H](CC=O)[C@@H]1COO.CCOC(=O)C(F)(F)F.CCOC(=O)C(F)(F)F", "gap_ev": 9.894, "total_charge": 0, "spin_multiplicity": 1}


[6]
{"formula": "C19H29FN2O5S", "method": "ωB97M-V/def2-TZVPD", "symbols": ["O", "C", "N", "C", "C", "C", "C", "C", "C", "C", "N", "C", "O", "C", "C", "C", "S", "O", "O", "C", "C", "F", "C", "C", "C", "O", "C", "C", "H", "H", "H", "H", "H", "H", "H", "H", "H", "H", "H", "H", "H", "H", "H", "H", "H", "H", "H", "H", "H", "H", "H", "H", "H", "H", "H", "H", "H"], "coordinates": [[-0.549, 0.064, -2.291], [-0.116, 0.332, -1.187], [-0.635, -0.114, -0.017], [-1.643, -1.157, 0.156], [-1.817, -2.119, -1.012], [-0.505, -2.866, -1.379], [-0.863, -4.338, -1.124], [-1.829, -4.807, -2.225], [-3.142, -4.058, -1.862], [-2.740, -3.285, -0.594], [-1.784, -4.215, 0.012], [-1.639, -4.769, 1.227], [-0.684, -5.474, 1.523], [-2.713, -4.475, 2.266], [-3.004, -5.759, 3.097], [-2.225, -5.680, 4.403], [-2.435, -3.977, 4.868], [-3.825, -3.772, 5.196], [-1.409, -3.510, 5.760], [-2.180, -3.370, 3.205], [1.106, 1.244, -1.029], [2.219, 0.464, -1.352], [1.034, 2.444, -1.943], [-0.177, 3.314, -1.604], [-0.170, 4.571, -2.460], [1.031, 5.304, -2.305], [2.156, 4.541, -2.704], [2.307, 3.284, -1.863], [-0.128, 0.146, 0.812], [-1.349, -1.733, 1.038], [-2.609, -0.691, 0.376], [-2.231, -1.591, -1.866], [-0.200, -2.681, -2.406], [0.314, -2.552, -0.729], [-0.032, -5.000, -0.906], [-1.458, -4.553, -3.217], [-1.968, -5.886, -2.179], [-3.482, -3.386, -2.648], [-3.947, -4.759, -1.643], [-3.565, -3.000, 0.054], [-3.635, -4.144, 1.795], [-4.070, -5.810, 3.316], [-2.714, -6.642, 2.533], [-2.617, -6.306, 5.202], [-1.160, -5.857, 4.253], [-1.108, -3.216, 3.087], [-2.711, -2.423, 3.121], [1.239, 1.561, 0.011], [0.913, 2.054, -2.960], [-1.107, 2.765, -1.774], [-0.142, 3.605, -0.548], [-0.304, 4.299, -3.517], [-0.980, 5.242, -2.177], [2.059, 4.271, -3.766], [3.022, 5.192, -2.598], [2.491, 3.575, -0.823], [3.169, 2.709, -2.205]], "relative_energy_kj_mol": 34.0, "smiles": "O=C(NC[C@H]1C[C@@H]2CC[C@H]1N2C(=O)[C@H]1CCS(=O)(=O)C1)[C@@H](F)C1CCOCC1", "gap_ev": 10.048, "total_charge": 0, "spin_multiplicity": 1}